(1)
Below is a molecular structure, C4H9NO2 at a distorted geometry, with properties calculated with ωB97M-V with the def2-TZVPD basis set.

Calculated values
E_tot (Eh): -362.8850
Kohn-Sham gap (eV): 8.599
2S+1: 1
ΔE to the lowest compared entry with this formula, charge and spin (kcal per mole): 125.8
HOMO level (Eh): -0.289

Each line ends with the Mulliken charge.
CARTESIAN COORDINATES (ANGSTROEM)
C 0.2296 -2.0356 -1.0102  -0.869
N 0.8320 -1.0035 -0.1678  -0.310
C 0.0408 -0.4790 0.8109  -0.219
O 0.6535 0.4073 1.7111  -0.419
C 0.0358 1.6215 1.2392  -0.384
C -0.6299 1.1535 -0.0317  -0.381
O 0.1300 1.1686 -1.2325  -0.573
H -0.6319 -1.6661 -1.5813  0.305
H 0.9830 -2.3923 -1.7155  0.316
H -0.0881 -2.8786 -0.3916  0.326
H -0.7118 -1.1549 1.2367  0.427
H -0.6906 2.0000 1.9744  0.253
H 0.8065 2.3847 1.0713  0.319
H -1.6934 0.9498 -0.0990  0.454
H -0.4447 2.1300 -1.0641  0.385
H 1.1794 -0.2055 -0.7498  0.369



(2)
Below is a gas-phase ion, C4H9NO2 (charge +1) at a distorted geometry, with properties calculated with ωB97M-V with the def2-TZVPD basis set.

Calculated values
<S²>: 0.755
E_tot (Eh): -362.6664
Kohn-Sham gap (alpha / beta) (eV): 11.068 / 5.634
2S+1: 2
ΔE to the lowest compared entry with this formula, charge and spin (kcal per mole): 58.7
Total charge: +1
HOMO level (alpha / beta) (Eh): -0.538 / -0.538

Each line ends with the Löwdin spin population.
CARTESIAN COORDINATES (ANGSTROEM)
C 0.3197 -0.4360 1.5219  0.025
C 0.6235 0.5802 0.4493  0.086
C -0.2097 0.2293 -0.9695  0.027
C -1.6615 0.0005 -0.8770  0.003
O -2.0302 -1.2396 -1.4670  0.004
O -2.4044 0.5184 -0.0458  0.004
N 2.0966 0.7254 0.0610  0.754
H -0.4183 -0.0401 2.1025  0.000
H -0.0131 -1.3893 1.2233  0.007
H 1.2464 -0.8599 2.0833  0.002
H 0.3626 1.6644 0.7380  0.050
H 0.2870 -0.6620 -1.3333  0.000
H -0.2968 1.1669 -1.5508  0.000
H -2.9866 -1.0911 -1.6219  0.000
H 2.2977 0.5582 -0.9638  0.019
H 2.7871 0.2744 0.6499  0.020



(3)
Below is a gas-phase ion, C4H9NO2P (charge -1) at a distorted geometry, with properties calculated with ωB97M-V with the def2-TZVPD basis set.

Calculated values
E_tot (Eh): -704.5059
Kohn-Sham gap (eV): 8.191
2S+1: 1
ΔE to the lowest compared entry with this formula, charge and spin (kcal per mole): 0.0
Total charge: -1
HOMO level (Eh): -0.167

Each line ends with the Mulliken charge.
CARTESIAN COORDINATES (ANGSTROEM)
C 0.6193 0.7966 0.7274  0.054
C 1.3574 0.6172 -0.3439  -0.320
C -1.6835 0.0065 -0.4452  -0.905
C -0.8906 0.9256 0.6133  -0.497
N 3.6484 0.2858 1.2825  -0.671
O 4.0314 0.7970 -1.2809  -0.764
O 2.9882 -1.3980 -0.4216  -0.758
P 3.1314 0.0777 -0.3353  0.781
H 1.0126 0.8083 1.8010  0.236
H 0.8247 0.4961 -1.3161  0.036
H -1.2132 0.1074 -1.3978  0.325
H -1.7573 -1.0844 -0.1134  0.232
H -2.7550 0.3804 -0.5919  0.279
H -1.2902 0.7681 1.6750  0.252
H -1.1510 2.0480 0.4200  0.219
H 3.2469 -0.4086 1.8693  0.265
H 3.5993 1.2574 1.7192  0.235



(4)
Below is 2 unconnected molecules or ions with the total composition C4H9NO2S at a distorted geometry, with properties calculated with ωB97M-V with the def2-TZVPD basis set.

Calculated values
E_tot (Eh): -761.0987
Kohn-Sham gap (eV): 9.917
2S+1: 1
ΔE to the lowest compared entry with this formula, charge and spin (kcal per mole): 103.4
HOMO level (Eh): -0.338

Each line ends with the Mulliken charge.
CARTESIAN COORDINATES (ANGSTROEM)
C -2.5842 -0.0545 -0.5901  0.792
C -3.4535 0.9045 -0.2526  -0.908
C 1.4950 -0.7215 1.5779  -0.991
C 1.3461 -0.8417 -1.2047  -1.074
N -0.0930 1.0723 0.3885  -0.697
O -1.7416 -0.8910 -0.6600  -0.412
O 2.4842 1.1516 0.1327  -0.670
S 1.2466 0.3623 0.1985  1.075
H -3.1361 1.9369 0.0244  0.236
H -4.5099 0.9822 -0.5131  0.296
H -0.0631 1.9235 -0.1621  0.218
H 0.7419 -0.5833 2.3237  0.361
H 1.4811 -1.7046 1.0907  0.312
H 2.4208 -0.5453 2.0357  0.356
H 1.4667 -0.1805 -2.0193  0.404
H 2.4300 -1.2134 -1.0027  0.413
H 0.4689 -1.5975 -1.3678  0.289



(5)
Below is C4H9NO2S in the gas phase at a distorted geometry, with properties calculated with ωB97M-V with the def2-TZVPD basis set.

Calculated values
E_tot (Eh): -761.2132
Kohn-Sham gap (eV): 9.860
2S+1: 1
ΔE to the lowest compared entry with this formula, charge and spin (kcal per mole): 31.5
HOMO level (Eh): -0.344

Each line ends with the Mulliken charge.
CARTESIAN COORDINATES (ANGSTROEM)
C 1.1372 0.7200 -1.3532  -1.064
C 0.6998 1.3203 0.0155  -0.593
C -0.4844 0.5914 0.7372  0.245
C 0.0701 -0.7690 1.1868  0.256
H 1.8946 1.3931 -1.7527  0.377
H 0.2411 0.7520 -1.9810  0.276
H 1.5268 -0.2754 -1.2672  0.261
H 1.5925 1.4013 0.7017  0.348
H 0.4253 2.4101 -0.1663  0.346
H -0.6338 1.1741 1.6758  0.288
H -2.3988 0.3216 0.5707  0.347
H 0.0426 -2.7553 0.9981  0.323
H -2.1193 -1.9650 -1.0438  0.140
N -0.4946 -1.9482 0.6701  -0.278
O -1.6980 0.6212 -0.0035  -0.558
O 0.9381 -0.8495 2.0403  -0.593
S -0.7394 -2.1428 -1.0285  -0.124



(6)
Below is 2 unconnected molecules or ions with the total composition C4H9NO2S at a distorted geometry, with properties calculated with ωB97M-V with the def2-TZVPD basis set.

Calculated values
E_tot (Eh): -761.0495
Kohn-Sham gap (eV): 8.972
2S+1: 1
ΔE to the lowest compared entry with this formula, charge and spin (kcal per mole): 134.2
HOMO level (Eh): -0.302

Each line ends with the Mulliken charge.
CARTESIAN COORDINATES (ANGSTROEM)
C -1.5554 -1.4836 0.2252  -0.756
C -0.4684 -0.8964 -0.2318  0.102
C -1.3210 2.2282 0.0543  -0.625
C 1.5832 -1.5077 0.2176  -0.469
N 2.3201 -0.3917 0.5898  -0.491
O 0.8950 0.2586 -2.1577  -0.531
O -0.2595 1.6115 -0.5237  -0.252
S -0.4287 0.3500 -1.6248  0.507
H -2.4555 -1.2453 -0.1117  0.398
H -1.4527 -2.2039 0.9789  0.254
H -0.9674 2.7920 0.9520  0.248
H -2.0503 1.4423 0.5938  0.214
H -2.0072 2.8465 -0.5118  0.283
H 2.1374 -1.8790 -0.6638  0.292
H 1.5499 -2.2328 1.0637  0.298
H 2.6505 0.2486 -0.1087  0.291
H 1.8301 0.0626 1.2587  0.236



(7)
Below is C4H9NO2S2 in the gas phase at a distorted geometry, with properties calculated with ωB97M-V with the def2-TZVPD basis set.

Calculated values
E_tot (Eh): -1159.4095
Kohn-Sham gap (eV): 9.563
2S+1: 1
ΔE to the lowest compared entry with this formula, charge and spin (kcal per mole): 3.9
HOMO level (Eh): -0.337

Each line ends with the Mulliken charge.
CARTESIAN COORDINATES (ANGSTROEM)
C 2.1567 -0.4961 0.4417  -1.034
C 1.3076 -0.6035 -0.8390  -0.078
S 0.9567 0.9784 -1.6511  -0.116
C -0.1004 1.7223 -0.4048  -0.568
N -1.4752 1.2097 -0.4345  -0.241
C -1.7856 0.2722 0.5223  0.650
O -1.3001 0.1722 1.6213  -0.546
O -2.8202 -0.5207 0.0874  -0.365
S -2.6533 -2.1655 0.3762  -0.094
H 1.6666 -1.0230 1.2642  0.255
H 2.2570 0.5472 0.7537  0.326
H 3.1569 -0.9069 0.2916  0.323
H 0.3428 -1.0713 -0.6094  0.014
H 1.7857 -1.2405 -1.5866  0.378
H 0.3082 1.5935 0.5973  0.319
H -0.1061 2.7927 -0.6299  0.286
H -1.6944 0.8280 -1.3496  0.315
H -2.0029 -2.0884 1.5492  0.177



(8)
Below is a gas-phase ion, C4H9NO3 (charge -1) at a distorted geometry, with properties calculated with ωB97M-V with the def2-TZVPD basis set.

Calculated values
<S²>: 0.753
E_tot (Eh): -438.2037
Kohn-Sham gap (alpha / beta) (eV): 3.491 / 7.427
2S+1: 2
ΔE to the lowest compared entry with this formula, charge and spin (kcal per mole): 60.0
Total charge: -1
HOMO level (alpha / beta) (Eh): 0.019 / -0.134

Each line ends with the Löwdin spin population.
CARTESIAN COORDINATES (ANGSTROEM)
O -1.0751 1.7458 0.2987  0.309
C -1.0249 0.7097 0.8641  0.386
C -0.0386 -0.3517 0.2661  0.075
C 0.7536 -1.0200 1.4505  0.064
O -0.2138 -1.5485 2.4188  0.025
N 0.7798 0.3502 -0.7089  0.000
C 0.2822 0.4808 -2.0751  0.003
O -0.4634 1.6162 -2.3769  0.001
H -1.3881 0.5465 1.9127  0.054
H -0.5655 -1.1371 -0.2780  0.031
H 1.3292 -1.9314 1.1045  0.021
H 1.2622 -0.2353 1.9848  0.014
H -0.5493 -2.4265 2.2131  0.010
H 1.1560 1.2812 -0.3695  0.002
H 1.0586 0.5472 -2.8778  0.000
H -0.3979 -0.4416 -2.3228  0.003
H -0.9050 1.8146 -1.5041  0.001